Computed, not measured: a cluster of 2 separate species, C5H13NO2 in total at a distorted geometry, with ωB97M-V/def2-TZVPD.

Its SMILES is C[C@@H](C=O)N(C)C.O. The LUMO energy is 0.7969 eV. The calculation puts the frontier orbital gap at 9.2 eV. Its net charge is 0. The calculation puts the largest force on an atom at 1.93 eV/A. As for the electronic energy: -403.49315 Eh.

Bonds (Å) are listed after each position.
Cartesian coordinates (Å):
1 C -1.36302 1.14449 0.91823  C2 1.531, H8 1.088, H9 1.095, H10 1.083
2 C -0.29028 0.19617 0.37672  C1 1.531, C3 1.537, N5 1.459, H11 1.106
3 C 0.68048 -0.32766 1.44653  C2 1.537, O4 1.199, H12 1.102
4 O 1.49952 0.35608 1.99314  C3 1.199
5 N -0.72630 -0.88979 -0.49486  C2 1.459, C6 1.463, C7 1.461
6 C -1.58116 -1.88005 0.16038  N5 1.463, H13 1.083, H14 1.089, H15 1.100
7 C -1.12997 -0.38688 -1.80598  N5 1.461, H16 1.086, H17 1.099, H18 1.088
8 H -0.96025 1.82111 1.66943  C1 1.088
9 H -2.12770 0.56138 1.44124  C1 1.095
10 H -1.80989 1.67273 0.08480  C1 1.083
11 H 0.42334 0.85697 -0.15075  C2 1.106
12 H 0.49574 -1.39722 1.63739  C3 1.102
13 H -1.91739 -2.60506 -0.57031  C6 1.083
14 H -0.98352 -2.42914 0.88663  C6 1.089
15 H -2.32437 -1.42601 0.83182  C6 1.100
16 H -0.23219 -0.13348 -2.36250  C7 1.086
17 H -1.70246 0.55099 -1.79220  C7 1.099
18 H -1.71304 -1.15105 -2.31589  C7 1.088
19 O 2.67566 1.55435 -1.82425  H20 0.976, H21 0.935
20 H 3.32935 1.20784 -1.18712  O19 0.976
21 H 2.98172 1.32383 -2.67661  O19 0.935

Mulliken population analysis, charges in e, atoms 1 to 8:
1. C -1.229
2. C 0.312
3. C 0.017
4. O -0.485
5. N 0.009
6. C -0.896
7. C -0.807
8. H 0.435